# 1
{"formula": "C41H49CaCl2FN4O6SSi", "method": "wB97M-V/def2-TZVPD", "elements": ["Ca", "N", "C", "C", "C", "C", "C", "C", "C", "C", "N", "C", "H", "H", "H", "H", "H", "H", "H", "H", "C", "C", "C", "C", "C", "C", "C", "F", "C", "C", "C", "O", "C", "C", "N", "C", "C", "O", "O", "H", "H", "H", "H", "H", "H", "H", "H", "H", "H", "H", "C", "C", "C", "C", "O", "Si", "S", "O", "C", "C", "C", "C", "O", "C", "C", "C", "C", "H", "H", "H", "H", "H", "H", "H", "H", "H", "H", "H", "H", "H", "H", "H", "H", "H", "H", "H", "H", "H", "H", "H", "H", "H", "H", "H", "Cl", "C", "C", "C", "C", "C", "Cl", "C", "N", "H", "H", "H"], "positions_angstrom": [[-0.834, -0.003, -0.423], [-1.475, 0.204, 2.955], [-2.108, -1.012, 2.980], [-3.476, -1.133, 3.093], [-4.093, -2.396, 3.138], [-3.364, -3.550, 3.089], [-1.958, -3.469, 2.963], [-1.136, -4.609, 2.846], [0.209, -4.461, 2.682], [0.739, -3.156, 2.631], [0.018, -2.073, 2.741], [-1.323, -2.210, 2.902], [-1.987, 0.963, 2.523], [-0.503, 0.192, 2.673], [-4.079, -0.233, 3.116], [-5.174, -2.444, 3.195], [-3.841, -4.522, 3.087], [-1.597, -5.590, 2.852], [0.861, -5.315, 2.550], [1.807, -3.017, 2.476], [4.954, -2.233, 3.897], [5.070, -2.832, 2.503], [4.987, -4.352, 2.569], [5.191, -4.953, 1.190], [4.214, -4.350, 0.217], [3.806, -5.048, -0.898], [2.871, -4.502, -1.767], [2.506, -5.237, -2.840], [2.319, -3.271, -1.554], [2.736, -2.537, -0.439], [2.130, -1.208, -0.225], [1.358, -0.758, -1.074], [2.510, -0.552, 0.995], [3.450, -1.123, 1.784], [4.031, -2.333, 1.584], [3.671, -3.073, 0.456], [1.889, 0.746, 1.512], [2.545, 1.379, 2.352], [0.723, 0.994, 1.098], [5.654, -2.752, 4.553], [3.945, -2.365, 4.292], [5.198, -1.173, 3.927], [6.050, -2.565, 2.083], [4.005, -4.632, 2.963], [5.743, -4.714, 3.269], [5.061, -6.036, 1.213], [6.220, -4.763, 0.863], [4.194, -6.041, -1.095], [1.553, -2.856, -2.198], [3.740, -0.567, 2.662], [0.557, 4.172, -2.888], [0.735, 2.771, -2.304], [1.909, 2.751, -1.331], [0.973, 1.777, -3.432], [-0.461, 2.332, -1.621], [-1.537, 3.266, -0.739], [-2.800, 2.008, 0.262], [-2.296, 4.323, -1.778], [-3.353, 4.084, -2.703], [-3.259, 5.207, -3.733], [-3.202, 2.730, -3.391], [-4.690, 4.164, -1.969], [-0.565, 4.290, 0.111], [-0.748, 4.960, 1.351], [-2.137, 5.592, 1.406], [0.327, 6.042, 1.388], [-0.546, 3.978, 2.498], [1.470, 4.446, -3.423], [0.372, 4.907, -2.106], [-0.279, 4.195, -3.588], [2.804, 3.131, -1.831], [2.098, 1.733, -0.995], [1.692, 3.365, -0.457], [1.874, 2.057, -3.985], [0.126, 1.770, -4.121], [1.104, 0.770, -3.038], [-2.303, 5.159, -4.258], [-3.327, 6.175, -3.232], [-4.066, 5.128, -4.465], [-2.236, 2.660, -3.895], [-3.992, 2.596, -4.134], [-3.266, 1.914, -2.670], [-4.780, 5.134, -1.473], [-4.744, 3.380, -1.214], [-5.520, 4.047, -2.671], [-2.280, 6.258, 0.553], [-2.258, 6.162, 2.331], [-2.903, 4.815, 1.371], [0.199, 6.727, 0.546], [1.313, 5.581, 1.317], [0.272, 6.610, 2.320], [-1.330, 3.221, 2.481], [-0.584, 4.504, 3.457], [0.413, 3.466, 2.401], [-1.410, -0.651, -3.299], [-1.943, -2.328, -3.071], [-2.251, -3.051, -4.191], [-2.667, -4.384, -4.083], [-2.748, -4.918, -2.789], [-2.435, -4.177, -1.679], [-2.582, -4.976, -0.115], [-1.968, -2.773, -1.658], [-1.636, -2.064, -0.653], [-2.167, -2.577, -5.164], [-2.912, -4.974, -4.956], [-3.066, -5.945, -2.647]], "de_lowest_kj_mol": 121.9, "homo_ha": -0.0001, "total_charge": -2, "e_tot_ev": -126484.138, "spin_multiplicity": 1}

# 2
{"formula": "C4H6OS2", "method": "wB97M-V/def2-TZVPD", "elements": ["C", "C", "C", "C", "H", "H", "H", "H", "H", "H", "O", "S", "S"], "positions_angstrom": [[-2.282, -0.368, 0.253], [0.484, -0.402, -0.004], [0.009, 0.956, 0.409], [0.517, 2.336, 0.005], [-1.991, -0.108, 1.311], [-3.380, -0.855, 0.500], [-2.451, 0.541, -0.400], [-0.441, 1.218, 1.373], [1.709, 2.310, -0.596], [0.534, 3.159, 0.791], [-0.642, 1.788, -0.551], [-0.882, -1.373, -0.220], [2.056, -0.858, 0.061]], "de_lowest_kj_mol": 393.1, "homo_ha": -0.3240, "e_tot_ev": -27959.204, "spin_multiplicity": 1}

# 3
{"formula": "C17H24Cl5F6GaN2O4P2S", "method": "wB97M-V/def2-TZVPD", "elements": ["Ga", "Cl", "C", "C", "C", "Cl", "C", "Cl", "C", "Cl", "C", "Cl", "S", "C", "N", "C", "C", "N", "H", "H", "H", "H", "H", "H", "F", "P", "F", "F", "F", "F", "F", "C", "C", "C", "C", "O", "P", "O", "O", "O", "C", "C", "C", "C", "H", "H", "H", "H", "H", "H", "H", "H", "H", "H", "H", "H", "H", "H", "H", "H", "H", "H"], "positions_angstrom": [[2.031, 0.214, -0.626], [0.898, 3.212, -2.469], [0.006, 1.768, -2.775], [0.209, 0.641, -1.840], [0.426, -0.669, -2.772], [1.565, -1.711, -2.096], [-0.685, -0.794, -3.820], [-1.023, -2.311, -4.556], [-1.286, 0.318, -4.271], [-2.443, 0.252, -5.541], [-0.809, 1.637, -3.834], [-1.149, 2.984, -4.834], [4.093, -0.246, -3.020], [2.610, -2.358, -0.998], [3.348, -2.600, -0.113], [0.382, -2.198, -1.120], [1.544, -2.992, -3.104], [2.671, -0.886, -2.717], [3.978, -3.293, 0.262], [-0.683, -2.105, -1.281], [0.479, -2.752, -0.195], [2.115, -3.052, -4.029], [1.171, -3.990, -2.916], [1.002, 0.013, -3.574], [3.648, 2.256, -1.059], [3.927, 2.358, 0.526], [4.092, 3.893, 0.576], [5.411, 1.947, 0.279], [2.311, 2.374, 0.680], [4.046, 2.053, 2.054], [3.522, 0.383, 0.385], [-3.076, -2.530, 2.038], [-1.610, -2.159, 2.065], [-0.712, -3.376, 1.948], [-1.248, -1.348, 3.299], [-1.419, -1.354, 0.801], [-0.641, -0.028, 0.613], [-0.886, 0.457, -0.888], [0.849, -0.118, 0.911], [-1.418, 0.952, 1.500], [-1.601, 2.412, 1.729], [-0.636, 3.226, 0.895], [-3.042, 2.694, 1.348], [-1.368, 2.611, 3.213], [-3.306, -3.158, 2.899], [-3.319, -3.082, 1.130], [-3.696, -1.636, 2.078], [-0.913, -4.048, 2.782], [0.340, -3.086, 1.990], [-0.906, -3.917, 1.021], [-1.250, -2.018, 4.159], [-1.964, -0.550, 3.477], [-0.249, -0.917, 3.212], [-0.675, 2.928, -0.152], [0.381, 3.115, 1.258], [-0.912, 4.278, 0.959], [-3.196, 2.548, 0.278], [-3.280, 3.727, 1.600], [-3.720, 2.037, 1.892], [-0.352, 2.322, 3.483], [-2.069, 2.014, 3.796], [-1.514, 3.661, 3.464]], "de_lowest_kj_mol": 2398.5, "homo_ha": [-0.4147, -0.4099], "total_charge": 1, "s2": 0.81, "e_tot_ev": -189875.512, "spin_multiplicity": 2}

# 4
{"formula": "C26H34ClO2Os", "method": "wB97M-V/def2-TZVPD", "elements": ["O", "C", "C", "H", "H", "C", "H", "H", "C", "H", "H", "H", "C", "H", "H", "H", "Os", "C", "C", "C", "H", "C", "C", "H", "H", "H", "H", "C", "C", "C", "H", "C", "C", "H", "H", "H", "H", "O", "C", "C", "H", "H", "C", "H", "H", "C", "H", "H", "H", "H", "Cl", "C", "C", "C", "C", "C", "C", "C", "H", "H", "H", "H", "H", "H"], "positions_angstrom": [[-1.848, 1.306, -4.996], [-1.481, 0.609, -3.725], [-0.600, -0.427, -4.411], [-2.337, 0.161, -3.203], [-0.932, 1.348, -3.113], [-0.686, 0.619, -5.589], [-1.161, -1.364, -4.618], [0.364, -0.624, -3.932], [-1.148, 0.049, -6.918], [-1.989, -0.642, -6.754], [-0.340, -0.544, -7.361], [-1.488, 0.835, -7.617], [0.606, 1.475, -5.648], [1.241, 1.264, -4.777], [0.414, 2.557, -5.622], [1.145, 1.215, -6.573], [-0.321, -0.686, -0.195], [0.727, -2.140, 0.919], [-0.543, -1.941, 1.522], [-1.541, -2.320, 0.592], [-0.696, -1.504, 2.495], [-0.888, -2.781, -0.583], [0.518, -2.665, -0.385], [1.302, -2.937, -1.093], [1.699, -1.911, 1.341], [-2.606, -2.242, 0.747], [-1.357, -3.157, -1.486], [0.193, 0.771, 1.269], [1.333, 0.427, 0.488], [1.113, 0.881, -0.842], [2.209, -0.079, 0.865], [-0.119, 1.608, -0.840], [-0.753, 1.407, 0.417], [-1.762, 1.677, 0.726], [0.023, 0.535, 2.319], [1.807, 0.719, -1.663], [-0.509, 2.247, -1.642], [-4.089, -0.335, -3.846], [-4.720, -0.735, -5.087], [-5.585, 0.410, -5.647], [-5.371, -1.608, -4.920], [-3.958, -1.041, -5.818], [-5.698, 1.448, -4.508], [-6.589, 0.095, -5.930], [-5.101, 0.848, -6.523], [-4.746, 0.890, -3.419], [-6.740, 1.510, -4.128], [-5.395, 2.459, -4.815], [-5.338, 0.617, -2.523], [-4.009, 1.635, -3.063], [-0.574, 0.239, 4.988], [-1.533, 1.599, 4.603], [-1.299, 2.821, 5.210], [-2.098, 3.930, 4.900], [-3.126, 3.800, 3.958], [-3.319, 2.612, 3.274], [-2.544, 1.439, 3.591], [-2.798, 0.231, 2.951], [-0.484, 2.888, 5.920], [-1.930, 4.867, 5.423], [-3.761, 4.664, 3.750], [-4.070, 2.543, 2.481], [-3.583, 0.238, 2.197], [-2.493, -0.731, 3.354]], "de_lowest_kj_mol": 10.5, "homo_ha": [-0.3257, -0.4277], "total_charge": 1, "s2": 6.06, "e_tot_ev": -46583.864, "spin_multiplicity": 5}

# 5
{"formula": "C3H10O3", "method": "wB97M-V/def2-TZVPD", "elements": ["C", "C", "O", "C", "H", "H", "H", "H", "H", "H", "H", "H", "O", "H", "H", "O"], "positions_angstrom": [[0.312, -1.044, -1.734], [-0.453, -0.714, -0.705], [0.105, -0.676, 0.545], [-1.892, -0.354, -0.828], [-0.040, -1.094, -2.749], [1.328, -1.391, -1.635], [-0.494, -0.328, 1.210], [-2.467, -1.230, -0.485], [-2.266, 0.361, -0.086], [-2.183, -0.036, -1.817], [2.888, -0.937, 1.028], [3.705, 0.299, 0.681], [3.582, -0.365, 1.373], [-0.438, 2.957, 2.280], [-0.556, 2.014, 1.177], [-1.130, 2.538, 1.746]], "de_lowest_kj_mol": 69.5, "homo_ha": -0.3342, "e_tot_ev": -9414.812, "spin_multiplicity": 1}

- What is the formula in the fifth record?
  C3H10O3